Computed, not measured: a molecular structure, C5H9O3Yb, with ωB97M-V with the def2-TZVPD basis set.

Orbital gap = 5.55 eV
Relative energy (zero: lowest compared OMol25 entry of this formula, charge and spin) = 0.0000 eV

The geometry in ORCA input format:
```
! wB97M-V def2-TZVPD RIJCOSX def2/J DEFGRID3
* xyz 1 1
H -2.798 0.430 2.094
O 1.312 0.244 -1.784
O 0.299 2.101 -1.353
C 0.374 0.893 -0.949
O -0.110 0.327 -0.001
C 1.657 -1.137 -1.558
C 2.871 -1.483 -2.381
H 1.841 -1.264 -0.484
H 0.788 -1.744 -1.840
H 3.773 -0.992 -1.989
H 3.027 -2.569 -2.338
H 2.731 -1.195 -3.432
Yb 1.636 2.285 -2.914
C -3.545 0.618 2.879
C -3.185 0.880 4.133
H -4.586 0.696 2.555
H -3.900 1.265 4.864
H -2.183 0.645 4.499
*
```

These are the Löwdin partial charges, in e, on atoms 1 to 2: 0.040, -0.199


Computed, not measured: 2 unconnected molecules or ions with the total composition C7H5BrClNO2, with ωB97M-V with the def2-TZVPD basis set.

Orbital gap (spin up / spin down) = 6.49 / 6.47 eV
Relative energy (zero: lowest compared OMol25 entry of this formula, charge and spin) = 0.7492 eV

The geometry in ORCA input format:
```
! wB97M-V def2-TZVPD RIJCOSX def2/J DEFGRID3
* xyz 0 1
C 2.720 0.535 0.125
C 2.134 -0.170 1.167
C 2.064 0.758 -1.033
C 0.893 -0.816 0.911
C 0.852 0.116 -1.302
C 0.260 -0.674 -0.349
C -3.760 -0.311 0.023
N -2.452 0.031 0.054
O -0.935 -1.193 -0.450
O -1.972 1.107 0.346
Cl -4.219 -1.851 -0.395
Br -4.982 0.951 0.738
H 3.550 1.161 0.217
H 2.471 -0.263 2.217
H 2.364 1.397 -1.815
H 0.463 -1.293 1.777
H 0.551 0.516 -2.230
*
```

These are the Löwdin partial charges, in e, on atoms 1 to 2: -0.087, -0.046


Computed, not measured: C4H7NO in the gas phase, with ωB97M-V with the def2-TZVPD basis set.

Orbital gap = 10.08 eV
Relative energy (zero: lowest compared OMol25 entry of this formula, charge and spin) = 3.4029 eV

The geometry in ORCA input format:
```
! wB97M-V def2-TZVPD RIJCOSX def2/J DEFGRID3
* xyz 0 1
N -2.595 0.614 0.407
C -1.839 -0.332 -0.409
C -0.427 -0.346 -0.153
C 0.734 -0.298 0.130
C 2.303 -0.299 0.421
O 2.917 0.715 -0.383
H -2.152 1.531 0.499
H -3.463 0.770 -0.107
H -2.047 -0.185 -1.483
H -2.345 -1.256 -0.142
H 2.507 -0.128 1.522
H 2.545 -1.355 0.253
H 3.863 0.567 -0.555
*
```

These are the Löwdin partial charges, in e, on atoms 1 to 2: -0.024, -0.321


Computed, not measured: 2 unconnected molecules or ions with the total composition C4H10N2, with ωB97M-V with the def2-TZVPD basis set.

Orbital gap = 10.27 eV
Relative energy (zero: lowest compared OMol25 entry of this formula, charge and spin) = 3.8926 eV

The geometry in ORCA input format:
```
! wB97M-V def2-TZVPD RIJCOSX def2/J DEFGRID3
* xyz 0 1
C 0.234 1.667 -2.147
N -0.931 1.116 -1.952
C -1.222 -0.175 -2.501
H 0.270 2.750 -1.637
H 1.216 1.519 -2.692
H -0.556 -0.437 -3.408
H -2.224 0.095 -3.042
H -1.015 -0.960 -1.694
C 1.592 -1.445 1.704
N 0.847 -0.948 2.682
C -0.381 -0.191 2.493
H 2.429 -2.006 2.060
H 1.312 -1.537 0.728
H -0.291 0.798 3.013
H -1.275 -0.611 2.863
H -0.606 0.081 1.404
*
```

These are the Löwdin partial charges, in e, on atoms 1 to 2: -0.097, -0.142


Computed, not measured: a molecular structure, C49H44AsBr2IrN6O2P, with ωB97M-V with the def2-TZVPD basis set.

Orbital gap (spin up / spin down) = 5.42 / 5.50 eV
Relative energy (zero: lowest compared OMol25 entry of this formula, charge and spin) = 0.4538 eV

The geometry in ORCA input format:
```
! wB97M-V def2-TZVPD RIJCOSX def2/J DEFGRID3
* xyz 2 2
Ir -1.534 2.908 -1.329
C -4.847 1.820 -1.385
C -4.733 3.307 -1.249
C -5.883 4.081 -1.032
C -5.813 5.446 -0.985
C -4.566 6.080 -1.123
C -4.349 7.474 -1.110
Br -5.796 8.665 -0.917
C -3.086 7.973 -1.240
C -1.988 7.108 -1.359
Br -0.240 7.791 -1.467
C -2.142 5.738 -1.365
O -1.128 4.895 -1.420
C -3.446 5.241 -1.278
N -3.533 3.883 -1.355
H -5.727 1.443 -0.867
H -3.958 1.349 -0.988
H -4.936 1.556 -2.443
H -6.837 3.583 -0.929
H -6.705 6.040 -0.837
H -2.930 9.043 -1.230
C -2.259 -0.459 -2.554
C -1.789 -0.170 -1.185
O -1.900 0.897 -0.638
H -3.344 -0.618 -2.542
H -1.789 -1.359 -2.950
H -2.065 0.390 -3.211
C -0.393 -2.958 -0.712
C 0.629 -3.608 0.220
As 0.573 -5.608 0.169
C 1.353 -5.870 1.934
C 0.932 -6.964 2.687
C 1.427 -7.165 3.967
C 2.368 -6.290 4.493
C 2.805 -5.209 3.742
C 2.314 -5.010 2.457
C -1.329 -5.685 0.616
C -1.809 -5.156 1.816
C -3.176 -5.033 2.023
C -4.071 -5.438 1.038
C -3.599 -5.983 -0.148
C -2.228 -6.107 -0.358
P -0.737 -1.273 -0.131
C -1.605 -1.430 1.432
C -3.000 -1.499 1.399
C -3.714 -1.572 2.582
C -3.037 -1.597 3.795
C -1.648 -1.580 3.826
C -0.924 -1.488 2.648
C 0.779 -0.365 0.159
C 1.927 -0.635 -0.590
C 3.081 0.098 -0.358
C 3.085 1.100 0.604
C 1.918 1.427 1.288
C 0.756 0.708 1.057
H -1.351 -3.489 -0.669
H -0.051 -2.950 -1.751
H 0.423 -3.345 1.260
H 1.638 -3.278 -0.013
H 0.203 -7.652 2.272
H 1.085 -8.010 4.551
H 2.780 -6.465 5.478
H 3.535 -4.523 4.153
H 2.688 -4.178 1.871
H -1.115 -4.849 2.592
H -3.541 -4.617 2.954
H -5.137 -5.332 1.198
H -4.294 -6.308 -0.912
H -1.857 -6.541 -1.280
H -3.520 -1.480 0.446
H -4.795 -1.604 2.562
H -3.595 -1.636 4.722
H -1.124 -1.632 4.772
H 0.157 -1.447 2.675
H 1.925 -1.423 -1.333
H 3.983 -0.121 -0.918
H 4.006 1.622 0.837
H 1.919 2.232 2.012
H -0.150 0.950 1.596
C 1.584 4.365 -0.672
C 1.506 3.331 -1.734
N 0.436 2.634 -2.090
C 0.816 1.764 -3.095
C 2.127 1.944 -3.352
N 2.558 2.935 -2.493
C 3.888 3.534 -2.501
N 4.721 3.075 -1.430
N 4.788 3.796 -0.274
N 5.610 3.241 0.523
C 6.137 2.116 -0.089
C 7.058 1.173 0.376
C 7.379 0.138 -0.472
C 6.799 0.031 -1.752
C 5.885 0.950 -2.219
C 5.566 2.005 -1.358
H 0.735 4.271 -0.002
H 1.544 5.366 -1.108
H 2.514 4.279 -0.113
H 0.118 1.097 -3.570
H 2.776 1.469 -4.068
H 3.792 4.611 -2.397
H 4.360 3.298 -3.451
H 7.501 1.280 1.357
H 8.097 -0.608 -0.160
H 7.084 -0.797 -2.388
H 5.459 0.860 -3.211
*
```

These are the Löwdin partial charges, in e, on atoms 1 to 2: 1.250, -0.017


Computed, not measured: 4 unconnected molecules or ions with the total composition C29H61Br2IN6O11PS, with ωB97M-V with the def2-TZVPD basis set.

Orbital gap = 4.60 eV

The geometry in ORCA input format:
```
! wB97M-V def2-TZVPD RIJCOSX def2/J DEFGRID3
* xyz 1 1
C 4.363 -2.257 1.909
S 3.335 -1.072 0.818
O 3.707 -1.424 -0.675
O 3.898 0.336 1.074
C 1.499 -1.300 1.008
C 0.939 -2.832 0.632
Br 2.179 -4.337 0.040
C -0.662 -3.176 0.719
P -1.215 -4.929 0.215
N -2.802 -5.217 0.317
O -0.410 -6.077 1.306
O -0.736 -5.256 -1.463
C -1.645 -1.941 1.210
N -3.149 -2.286 1.245
N -1.113 -0.536 1.569
C -2.203 0.453 1.958
C -3.048 1.024 0.632
C -2.700 2.582 0.259
I -3.448 3.984 1.776
C 0.387 -0.176 1.487
C 0.947 1.325 1.817
C 1.297 2.107 0.404
O 2.097 3.208 0.418
Br 0.594 1.442 -1.392
H 5.305 -1.744 2.378
H 4.774 -3.108 1.181
H 3.692 -2.831 2.700
H -3.124 -5.497 -0.650
H -1.161 -6.608 1.745
H -0.446 -4.408 -1.912
H -3.664 -1.711 0.537
H -3.520 -2.145 2.214
H -3.042 -0.056 2.638
H -1.836 1.380 2.565
H -2.927 0.340 -0.310
H -4.208 1.002 0.915
H -1.569 2.806 0.060
H -3.283 2.825 -0.754
H 1.903 1.178 2.518
H 0.227 2.023 2.412
C -9.452 3.929 -2.055
O -9.710 2.582 -1.681
C -9.658 1.674 -2.789
C -8.450 0.735 -2.653
N -7.191 1.456 -2.871
C -6.001 0.670 -2.524
C -5.818 0.288 -1.040
O -5.572 1.408 -0.184
C -6.745 2.048 0.298
H -9.642 4.566 -1.186
H -8.410 4.058 -2.357
H -10.121 4.245 -2.864
H -9.655 2.196 -3.754
H -10.572 1.072 -2.743
H -8.536 -0.071 -3.390
H -8.479 0.293 -1.651
H -7.190 2.302 -2.307
H -5.134 1.270 -2.827
H -5.981 -0.239 -3.136
H -4.918 -0.333 -0.978
H -6.638 -0.331 -0.661
H -7.581 1.351 0.427
H -7.026 2.865 -0.369
H -6.514 2.488 1.273
C 9.792 -5.322 4.432
O 9.348 -6.608 4.020
C 8.563 -7.274 5.017
C 7.105 -7.401 4.551
N 6.434 -6.097 4.546
C 5.122 -6.119 3.889
C 5.096 -6.420 2.376
O 5.700 -5.400 1.576
C 7.105 -5.538 1.410
H 10.488 -4.944 3.677
H 8.955 -4.625 4.509
H 10.325 -5.380 5.388
H 8.630 -6.782 5.997
H 8.982 -8.280 5.125
H 6.569 -8.079 5.225
H 7.111 -7.843 3.549
H 7.021 -5.423 4.062
H 4.682 -5.125 4.042
H 4.472 -6.831 4.411
H 4.044 -6.448 2.073
H 5.504 -7.408 2.137
H 7.427 -6.585 1.413
H 7.629 -4.973 2.183
H 7.376 -5.099 0.445
C 1.015 7.739 -5.808
O 0.869 6.357 -5.507
C 2.094 5.742 -5.090
C 2.015 5.347 -3.607
N 2.031 6.531 -2.742
C 1.721 6.231 -1.338
C 0.303 5.710 -1.026
O -0.728 6.676 -1.253
C -1.216 6.711 -2.588
H 0.076 8.094 -6.242
H 1.218 8.316 -4.903
H 1.813 7.896 -6.543
H 2.967 6.377 -5.291
H 2.206 4.831 -5.686
H 2.870 4.708 -3.359
H 1.097 4.768 -3.463
H 1.347 7.201 -3.082
H 1.867 7.166 -0.783
H 2.461 5.520 -0.952
H 0.271 5.493 0.047
H 0.082 4.764 -1.531
H -1.177 5.730 -3.075
H -0.661 7.450 -3.169
H -2.260 7.037 -2.557
*
```

These are the Löwdin partial charges, in e, on atoms 1 to 2: -0.154, 0.717


Computed, not measured: a molecular structure, C56H48MnN2P3SSi, with ωB97M-V with the def2-TZVPD basis set.

Orbital gap (spin up / spin down) = 7.17 / 7.65 eV
Relative energy (zero: lowest compared OMol25 entry of this formula, charge and spin) = 0.0000 eV

The geometry in ORCA input format:
```
! wB97M-V def2-TZVPD RIJCOSX def2/J DEFGRID3
* xyz 2 5
Mn -0.004 0.095 -0.457
C -5.122 -1.480 2.173
C -4.515 -1.656 0.938
C -3.163 -1.394 0.799
C -2.401 -0.986 1.897
C -3.021 -0.794 3.128
C -4.380 -1.038 3.258
P -0.605 -0.901 1.616
C -0.097 -2.613 1.998
C -0.995 -3.681 1.959
C -0.560 -4.967 2.251
C 0.770 -5.198 2.566
C 1.671 -4.142 2.592
C 1.243 -2.857 2.309
C 0.117 0.035 3.004
C 0.114 -0.474 4.302
C 0.637 0.278 5.342
C 1.151 1.544 5.095
C 1.185 2.040 3.801
C 0.688 1.287 2.738
Si 0.705 1.885 0.931
C -0.272 3.493 0.838
C -0.049 4.639 1.600
C -0.864 5.749 1.449
C -1.906 5.731 0.528
C -2.134 4.604 -0.244
C -1.319 3.486 -0.086
P -1.585 1.935 -1.011
C -3.379 1.726 -0.797
C -3.931 2.040 0.446
C -5.301 1.984 0.628
C -6.125 1.593 -0.419
C -5.575 1.229 -1.638
C -4.202 1.288 -1.830
C -1.351 2.419 -2.752
C -0.166 2.031 -3.378
C 0.095 2.402 -4.688
C -0.831 3.164 -5.383
C -2.010 3.559 -4.766
C -2.273 3.194 -3.456
C 2.009 2.021 -0.471
C 2.180 3.233 -1.143
C 2.961 3.301 -2.285
C 3.574 2.158 -2.783
C 3.423 0.943 -2.133
C 2.637 0.864 -0.985
P 2.526 -0.603 0.117
C 3.029 -2.091 -0.802
C 2.771 -2.278 -2.158
C 3.200 -3.435 -2.794
C 3.864 -4.419 -2.078
C 4.081 -4.259 -0.716
C 3.664 -3.103 -0.078
C 4.065 -0.195 1.043
C 3.990 0.465 2.264
C 5.145 0.912 2.892
C 6.381 0.697 2.305
C 6.460 0.031 1.089
C 5.312 -0.411 0.455
H -6.178 -1.688 2.290
H -5.095 -1.988 0.087
H -2.689 -1.514 -0.167
H -2.441 -0.471 3.983
H -4.863 -0.898 4.217
H -2.040 -3.501 1.732
H -1.266 -5.786 2.247
H 1.103 -6.198 2.810
H 2.708 -4.326 2.842
H 1.941 -2.029 2.355
H -0.291 -1.460 4.493
H 0.643 -0.118 6.348
H 1.535 2.141 5.911
H 1.626 3.013 3.619
H 0.766 4.668 2.314
H -0.693 6.629 2.054
H -2.544 6.597 0.420
H -2.955 4.594 -0.949
H -3.286 2.359 1.256
H -5.726 2.257 1.585
H -7.198 1.570 -0.281
H -6.221 0.915 -2.449
H -3.780 1.029 -2.794
H 0.562 1.436 -2.838
H 1.016 2.093 -5.165
H -0.637 3.451 -6.408
H -2.731 4.154 -5.310
H -3.198 3.505 -2.990
H 1.691 4.126 -0.773
H 3.090 4.248 -2.793
H 4.184 2.217 -3.675
H 3.920 0.061 -2.514
H 2.251 -1.519 -2.726
H 3.021 -3.567 -3.853
H 4.221 -5.308 -2.580
H 4.585 -5.033 -0.153
H 3.859 -2.970 0.979
H 3.029 0.619 2.734
H 5.076 1.422 3.844
H 7.282 1.041 2.794
H 7.425 -0.147 0.632
H 5.394 -0.925 -0.494
C -2.350 -4.398 -3.853
N -1.714 -3.119 -3.580
C -1.201 -2.780 -2.409
N -1.234 -3.646 -1.399
S -0.510 -1.228 -2.255
H -2.634 -4.435 -4.900
H -3.249 -4.520 -3.244
H -1.668 -5.228 -3.657
H -1.679 -2.421 -4.305
H -1.588 -4.581 -1.524
H -0.775 -3.421 -0.530
*
```

These are the Löwdin partial charges, in e, on atoms 1 to 2: 0.059, -0.059


Computed, not measured: a molecular structure, C14H17F7InN2O3S, with ωB97M-V with the def2-TZVPD basis set.

Orbital gap = 2.13 eV

The geometry in ORCA input format:
```
! wB97M-V def2-TZVPD RIJCOSX def2/J DEFGRID3
* xyz 3 1
C -3.514 2.620 2.539
O -3.289 1.808 3.751
C -1.955 2.071 4.319
C -0.868 1.260 3.393
C -1.079 -0.382 3.510
C -0.137 -1.162 2.415
C -0.804 -1.216 0.886
C 0.330 -1.914 -0.074
C -0.263 -2.645 -1.422
C -1.833 -2.269 -1.764
N -2.934 -1.585 -1.997
C 0.777 -2.428 -2.670
C 0.517 -3.623 -3.811
N 0.419 -4.640 -4.623
S 0.795 -0.707 -3.406
O -0.167 0.306 -2.739
O 0.443 -0.856 -4.930
C 2.517 0.121 -3.357
F 3.420 -0.522 -2.372
F 3.127 -0.158 -4.711
C 2.436 1.758 -3.235
F 3.768 2.330 -3.648
F 1.445 2.369 -4.197
C 2.150 2.325 -1.723
F 0.963 3.258 -1.778
F 1.804 1.294 -0.718
F 3.275 3.124 -1.144
H -2.553 3.207 2.187
H -3.806 1.884 1.661
H -4.389 3.384 2.762
H -1.861 1.737 5.452
H -1.758 3.245 4.315
H 0.232 1.506 3.778
H -0.918 1.519 2.247
H -2.211 -0.704 3.501
H -0.672 -0.676 4.591
H 0.108 -2.247 2.836
H 0.880 -0.591 2.311
H -1.779 -1.870 0.996
H -1.076 -0.124 0.544
H 0.845 -2.766 0.584
H 1.222 -1.176 -0.356
H -0.261 -3.815 -1.185
H 1.868 -2.641 -2.235
In 4.787 -0.410 -0.485
*
```

These are the Löwdin partial charges, in e, on atoms 1 to 2: 0.027, 0.004


Number 7 is which compound? C56H48MnN2P3SSi